Run A
Molecular formula: C4H14N2O
Method: DFT, ωB97M-V/def2-TZVPD

orbital gap (spin up / spin down)	9.8 / 8.2	eV

The geometry in ORCA input format:
```
! RIJCOSX wB97M-V def2-TZVPD def2/J DEFGRID3
* xyz 3 2
C -1.36 -2.06 -0.64
C -1.15 -0.66 -1.42
C -0.75 0.49 -0.41
C 1.56 1.25 -0.36
N 0.70 0.39 0.12
N -0.23 -2.43 0.16
H -2.30 -1.97 -0.10
H -1.35 -2.81 -1.46
H -0.33 -0.81 -2.12
H -2.17 -0.34 -1.69
H -0.87 1.42 -0.98
H -1.44 0.54 0.43
H 1.26 2.14 -0.92
H 2.62 1.17 -0.08
H 0.85 1.49 1.02
H 0.31 -3.24 -0.18
H -0.63 -2.81 1.04
H 0.68 -0.64 0.35
H 0.86 3.39 1.55
H 1.47 2.43 2.71
O 0.94 2.48 1.89
*
```

Run B
Molecular formula: C4H14N2O
Method: DFT, ωB97M-V/def2-TZVPD

orbital gap (spin up / spin down)	10.0 / 6.1	eV

The geometry in ORCA input format:
```
! RIJCOSX wB97M-V def2-TZVPD def2/J DEFGRID3
* xyz 3 2
C 1.19 1.67 1.30
O 1.52 1.89 -0.10
C 0.07 1.13 0.56
C -0.07 -0.34 0.88
C -1.64 -0.84 1.33
N -2.34 -1.11 0.02
N 1.71 -0.97 -2.89
H 2.07 1.00 1.49
H 1.14 2.57 1.90
H 2.47 2.32 -0.09
H -0.74 1.76 0.05
H 0.51 -0.46 1.85
H 0.19 -1.04 -0.02
H -2.14 -0.02 1.88
H -1.58 -1.52 2.22
H -2.40 -2.12 -0.19
H -1.65 -0.63 -0.50
H -3.27 -0.79 0.07
H 2.54 -0.69 -3.39
H 1.15 -0.21 -2.77
H 1.28 -1.59 -3.59
*
```

Result of the stability comparison: run A is the most stable of them.

Run A
Molecular formula: C4H8NOP
Method: DFT, ωB97M-V/def2-TZVPD

orbital gap (spin up / spin down)	6.8 / 9.0	eV

The geometry in ORCA input format:
```
! RIJCOSX wB97M-V def2-TZVPD def2/J DEFGRID3
* xyz 0 1
C -0.17 1.00 -0.38
C 0.75 0.57 1.52
C 0.72 2.10 1.33
C -0.64 -2.39 -1.61
N 0.17 0.01 0.31
O 0.18 2.19 -0.07
P -1.02 -1.03 -2.66
H 1.61 0.05 1.76
H 0.19 0.39 2.42
H 0.13 2.69 2.05
H 1.56 2.62 1.05
H -0.11 -1.88 -0.80
H 0.04 -3.01 -2.15
H -1.46 -2.98 -1.01
H -1.95 -0.33 -1.75
*
```

Run B
Molecular formula: C4H8NOP
Method: DFT, ωB97M-V/def2-TZVPD

SMILES	CPC1=NCCO1
orbital gap	10.3	eV

The geometry in ORCA input format:
```
! RIJCOSX wB97M-V def2-TZVPD def2/J DEFGRID3
* xyz 0 1
C 0.53 -1.57 1.98
P 0.02 -2.20 0.33
C 0.00 -0.48 -0.45
N 0.96 0.00 -1.10
C 0.56 1.32 -1.51
C -0.90 1.53 -0.99
O -1.14 0.25 -0.35
H 0.26 -2.18 2.76
H 0.16 -0.61 2.39
H 1.60 -1.48 1.92
H -1.31 -2.38 0.64
H 0.52 1.47 -2.60
H 1.24 2.02 -1.13
H -0.99 2.27 -0.17
H -1.52 2.03 -1.72
*
```

Result of the stability comparison: run B is the most stable of them.

Run A
Molecular formula: C6H10N3
Method: DFT, ωB97M-V/def2-TZVPD

SMILES	C1=NC[C@@H]2CNC=[NH+][C@H]12
orbital gap	10.1	eV

The geometry in ORCA input format:
```
! RIJCOSX wB97M-V def2-TZVPD def2/J DEFGRID3
* xyz 1 1
C -0.10 -1.72 -1.43
N 0.65 -1.03 -2.13
C 0.45 0.44 -1.73
C -0.59 0.41 -0.60
C -0.40 1.54 0.56
N 0.60 1.05 1.51
C 0.71 -0.23 1.86
N 0.11 -1.17 1.17
C -0.71 -0.95 -0.10
H -0.18 -2.79 -1.48
H 0.00 0.85 -2.71
H 1.45 0.87 -1.64
H -1.42 0.82 -1.14
H -0.14 2.57 0.34
H -1.37 1.49 1.07
H 1.20 1.71 1.91
H 1.23 -0.43 2.84
H 0.18 -2.08 1.56
H -1.67 -1.36 0.15
*
```

Run B
Molecular formula: C6H10N3
Method: DFT, ωB97M-V/def2-TZVPD

SMILES	C=N/N=C\[C@H](C)C=[N+]=C
orbital gap	8.2	eV

The geometry in ORCA input format:
```
! RIJCOSX wB97M-V def2-TZVPD def2/J DEFGRID3
* xyz 1 1
C -2.09 1.26 -0.77
N -1.65 0.37 0.04
N -0.87 0.71 1.01
C 0.30 0.55 1.42
C 1.46 0.02 0.58
C 1.60 0.90 -0.69
C 1.20 -1.28 0.03
N 0.06 -1.81 0.10
C -1.19 -2.10 0.05
H -1.75 2.39 -0.61
H -2.99 1.12 -1.37
H 0.52 0.87 2.36
H 2.36 0.04 1.22
H 1.04 1.78 -0.46
H 0.95 0.51 -1.53
H 2.60 1.08 -1.04
H 2.01 -1.81 -0.46
H -1.80 -2.13 -0.76
H -1.76 -2.46 0.89
*
```

Run C
Molecular formula: C6H10N3
Method: DFT, ωB97M-V/def2-TZVPD

SMILES	CC(C)=Nn1cc[nH+]c1
orbital gap	8.8	eV

The geometry in ORCA input format:
```
! RIJCOSX wB97M-V def2-TZVPD def2/J DEFGRID3
* xyz 1 1
C 0.66 1.44 -1.23
C -0.11 1.41 0.13
C -1.48 2.14 0.19
N 0.36 0.75 1.19
N 0.39 -0.62 0.82
C -0.80 -1.33 0.66
C -0.29 -2.63 0.28
N 1.10 -2.55 0.22
C 1.53 -1.30 0.57
H 1.51 2.16 -1.18
H 1.09 0.45 -1.52
H -0.09 1.71 -2.02
H -1.34 3.23 0.40
H -2.22 1.66 0.87
H -1.91 2.08 -0.85
H -1.83 -0.96 0.80
H -0.90 -3.53 0.08
H 1.78 -3.27 -0.04
H 2.54 -0.85 0.63
*
```

Run D
Molecular formula: C6H10N3
Method: DFT, ωB97M-V/def2-TZVPD

SMILES	C1=NCC2=CCC[N@@H+]2N1
orbital gap	10.0	eV

The geometry in ORCA input format:
```
! RIJCOSX wB97M-V def2-TZVPD def2/J DEFGRID3
* xyz 1 1
C -2.27 0.94 0.10
N -2.54 -0.27 0.15
C -1.56 -1.34 -0.02
C -0.16 -0.88 0.02
C 1.02 -1.44 0.25
C 2.15 -0.40 0.12
C 1.34 0.89 0.24
N 0.08 0.53 -0.42
N -0.93 1.41 -0.18
H -2.99 1.76 0.29
H -1.48 -1.80 -0.97
H -1.86 -2.15 0.61
H 1.13 -2.36 0.63
H 2.84 -0.46 1.02
H 2.60 -0.35 -0.79
H 1.09 1.22 1.25
H 1.80 1.68 -0.42
H 0.38 0.63 -1.57
H -0.66 2.39 -0.29
*
```

Result of the stability comparison: run A is the most stable of them.

Run A
Molecular formula: C6H10N3
Method: DFT, ωB97M-V/def2-TZVPD

orbital gap	7.0	eV

The geometry in ORCA input format:
```
! RIJCOSX wB97M-V def2-TZVPD def2/J DEFGRID3
* xyz 1 1
C -2.10 -0.02 -1.34
C -1.69 0.35 0.87
C -1.30 0.81 -0.47
C 2.85 0.36 -0.03
C 1.47 -1.34 0.75
C -0.38 1.68 -0.86
N -2.85 -0.78 -0.60
N -2.63 -0.56 0.69
N 1.72 -0.10 0.14
H -2.08 -0.04 -2.41
H -1.16 0.72 1.79
H 2.77 1.22 -0.73
H 3.81 -0.24 0.05
H 1.43 -1.34 1.83
H 2.25 -1.92 0.51
H 0.67 -1.89 0.35
H -0.16 1.98 -1.95
H 0.44 2.10 -0.07
H -3.07 -0.96 1.48
*
```

Run B
Molecular formula: C6H10N3
Method: DFT, ωB97M-V/def2-TZVPD

orbital gap	9.0	eV

The geometry in ORCA input format:
```
! RIJCOSX wB97M-V def2-TZVPD def2/J DEFGRID3
* xyz 1 1
C -0.31 1.63 0.01
C 1.09 1.31 0.02
C 0.59 -1.00 0.04
C -0.77 -0.75 0.03
C -1.12 0.57 0.01
C 2.83 -0.25 0.00
N 1.46 0.07 0.03
N -1.66 -1.80 0.07
N -3.19 0.61 -0.04
H -0.46 2.66 -0.11
H 1.92 1.98 -0.19
H 0.99 -1.96 0.19
H 3.14 -0.81 -0.93
H 3.36 0.74 -0.15
H 3.03 -0.95 0.83
H -1.56 -2.70 -0.49
H -2.70 -1.57 0.03
H -3.30 1.64 -0.28
H -3.32 0.56 0.92
*
```

Result of the stability comparison: run B is the most stable of them.

Run A
Molecular formula: C4H5OP
Method: DFT, ωB97M-V/def2-TZVPD

SMILES	OP1=CC=CC=1
orbital gap	8.2	eV

The geometry in ORCA input format:
```
! RIJCOSX wB97M-V def2-TZVPD def2/J DEFGRID3
* xyz 0 1
O 0.23 -2.20 0.98
P 0.28 -0.53 1.14
C 1.19 0.12 -0.35
C 0.37 1.01 -0.99
C -0.97 1.01 -0.49
C -1.30 -0.02 0.51
H 1.04 -2.50 1.42
H 2.34 0.01 -0.42
H 0.61 1.65 -1.72
H -1.58 1.73 -1.01
H -2.21 -0.27 0.93
*
```

Run B
Molecular formula: C4H5OP
Method: DFT, ωB97M-V/def2-TZVPD

SMILES	CP1OC12C=C2
orbital gap	9.5	eV

The geometry in ORCA input format:
```
! RIJCOSX wB97M-V def2-TZVPD def2/J DEFGRID3
* xyz 0 1
C -1.57 -0.36 0.06
P -0.31 -1.66 0.38
O 0.64 -1.70 -0.94
C 1.17 -0.73 0.21
C 1.73 0.56 -0.08
C 2.56 -0.42 0.31
H -1.97 0.02 1.13
H -2.34 -0.67 -0.57
H -1.32 0.45 -0.58
H 1.66 1.47 -0.50
H 3.58 -0.87 0.46
*
```

Run C
Molecular formula: C4H5OP
Method: DFT, ωB97M-V/def2-TZVPD

orbital gap (spin up / spin down)	8.6 / 8.6	eV

The geometry in ORCA input format:
```
! RIJCOSX wB97M-V def2-TZVPD def2/J DEFGRID3
* xyz 0 1
C -0.75 -0.96 0.92
C -0.22 -1.18 -0.24
C -0.50 1.35 1.05
C 0.42 -0.13 -1.12
O -0.95 2.00 1.92
P 0.44 1.61 -0.46
H -1.23 -1.47 1.72
H -0.17 -2.16 -0.71
H 1.46 -0.42 -1.31
H -0.09 -0.12 -2.09
H 1.59 1.47 0.32
*
```

Run D
Molecular formula: C4H5OP
Method: DFT, ωB97M-V/def2-TZVPD

SMILES	Pc1ccoc1
orbital gap	9.7	eV

The geometry in ORCA input format:
```
! RIJCOSX wB97M-V def2-TZVPD def2/J DEFGRID3
* xyz 0 1
P -2.38 0.39 0.19
C -0.40 -0.02 -0.09
C 0.43 0.19 -1.18
C 1.70 -0.10 -0.76
O 1.69 -0.59 0.44
C 0.40 -0.53 0.86
H -1.90 1.37 0.94
H -2.69 -0.38 1.33
H 0.25 0.58 -2.15
H 2.64 -0.02 -1.34
H 0.27 -0.91 1.77
*
```

Result of the stability comparison: run A is the most stable of them.

Run A
Molecular formula: C6H12N2O
Method: DFT, ωB97M-V/def2-TZVPD

SMILES	C=C(C)N(NC)C(C)=O
orbital gap	9.7	eV

The geometry in ORCA input format:
```
! RIJCOSX wB97M-V def2-TZVPD def2/J DEFGRID3
* xyz 0 1
C 1.46 -0.60 1.28
C 0.76 -0.45 0.21
C 1.14 -1.17 -1.04
N -0.47 0.41 0.26
N -0.24 1.78 0.59
C 0.58 2.30 -0.56
C -1.85 0.01 0.16
C -2.04 -1.46 0.09
O -2.70 0.85 0.00
H 2.30 -1.29 1.33
H 1.34 -0.08 2.26
H 0.20 -1.85 -1.14
H 1.16 -0.53 -1.98
H 2.12 -1.80 -0.96
H 0.26 1.67 1.45
H 0.03 2.16 -1.43
H 1.60 1.94 -0.54
H 0.55 3.39 -0.38
H -1.44 -1.82 1.21
H -1.49 -1.86 -1.02
H -3.26 -1.58 0.23
*
```

Run B
Molecular formula: C6H12N2O
Method: DFT, ωB97M-V/def2-TZVPD

SMILES	Cc1c[nH]cn1.CCO
orbital gap	9.3	eV

The geometry in ORCA input format:
```
! RIJCOSX wB97M-V def2-TZVPD def2/J DEFGRID3
* xyz 0 1
C 2.83 -2.36 -1.13
C 1.51 -1.65 -1.12
C 0.75 -1.23 -0.07
N -0.21 -0.41 -0.62
C -0.05 -0.46 -1.97
N 0.98 -1.20 -2.30
H 3.62 -1.65 -1.33
H 2.78 -3.05 -1.98
H 3.00 -2.98 -0.25
H 0.72 -1.53 0.96
H -1.11 -0.12 -0.28
H -0.81 -0.07 -2.63
C -1.46 3.33 1.84
C -1.82 1.89 1.49
O -1.84 1.00 2.62
H -1.19 3.39 2.90
H -2.31 3.97 1.66
H -0.56 3.69 1.36
H -2.81 1.81 1.04
H -1.15 1.44 0.75
H -0.98 1.07 3.06
*
```

Result of the stability comparison: run B is the most stable of them.